[1]
Entry from OMol25: a molecular structure, C18H17Cl3N3O10STi in a non-equilibrium geometry (ωB97M-V/def2-TZVPD).

Computed properties:
Kohn-Sham gap (spin up / spin down) ... 7.44 / 7.45 eV
Maximum force ... 4.3 eV Å⁻¹
E_LUMO (spin up / spin down) ... -1.6 / -1.7 eV
Spin multiplicity ... 2

CARTESIAN COORDINATES (ANGSTROEM)
Ti (-15.32170, -1.38890, 9.50199)
O (-13.91473, -1.14870, 11.49344)
Cl (-13.13398, -2.53385, 11.26760)
O (-11.78305, -2.20745, 10.92517)
O (-13.37174, -3.42987, 12.36764)
O (-13.84831, -3.02021, 10.05820)
N (-19.92646, -4.10893, 14.69108)
C (-19.19229, -3.81298, 13.85740)
C (-18.29635, -3.41186, 12.79627)
C (-18.51101, -2.13315, 12.27215)
C (-17.70245, -1.71427, 11.24424)
N (-16.65255, -2.46475, 10.80961)
C (-16.49165, -3.75197, 11.30653)
C (-17.32166, -4.28514, 12.29255)
H (-19.25610, -1.43502, 12.64313)
H (-17.84109, -0.75630, 10.74792)
H (-15.68727, -4.34085, 10.88349)
H (-17.13454, -5.30667, 12.61258)
Cl (-16.08236, -4.86794, 7.69000)
C (-15.80036, -3.64915, 6.42300)
Cl (-14.11742, -3.18211, 6.33758)
C (-16.53521, -2.39332, 6.73776)
O (-17.28514, -1.97748, 5.89221)
O (-16.25332, -1.85068, 7.93055)
H (-16.09332, -4.03564, 5.44239)
C (-12.88424, 2.87032, 12.66174)
C (-12.19698, 2.73961, 11.31165)
C (-11.83930, 1.47144, 10.78082)
C (-11.45497, 1.31492, 9.43056)
C (-11.49802, 2.45805, 8.63883)
C (-11.72887, 3.73412, 9.15174)
C (-12.03727, 3.88289, 10.48695)
S (-11.38962, 2.28202, 6.87639)
O (-11.11265, 0.88291, 6.57247)
O (-10.67096, 3.41243, 6.35766)
N (-12.95553, 2.64634, 6.43783)
C (-14.12077, 1.80648, 6.32998)
C (-15.00095, 1.83347, 7.60325)
C (-14.83673, 0.64173, 8.50223)
O (-15.63163, 0.50773, 9.50593)
O (-13.99528, -0.33348, 8.30189)
H (-13.04397, 1.85860, 13.06320)
H (-13.85781, 3.35044, 12.51962)
H (-12.24995, 3.44693, 13.34006)
H (-11.91000, 0.58024, 11.41866)
H (-11.13553, 0.36298, 9.00554)
H (-11.67687, 4.58887, 8.46747)
H (-12.20371, 4.87325, 10.91975)
H (-13.06193, 3.63240, 6.25898)
H (-13.72695, 0.79532, 6.19805)
H (-14.70722, 2.12015, 5.46761)
H (-16.06095, 1.82440, 7.29887)
H (-14.86231, 2.78818, 8.17836)

Here are the natural (NBO) charges for atoms 1 to 6, given in e: 1.690, -0.845, 2.453, -0.728, -0.738, -0.847



[2]
Entry from OMol25: a molecular structure, C18H17ClIrN2O5S (ωB97M-V/def2-TZVPD).

Computed properties:
Kohn-Sham gap (spin up / spin down) ... 8.06 / 7.32 eV
Charge ... +2
Maximum force ... 0.2 eV Å⁻¹
ΔE to the lowest compared entry with this formula, charge and spin ... 0.0 kcal/mol
E_LUMO (spin up / spin down) ... -7.1 / -8.9 eV
Spin multiplicity ... 2

CARTESIAN COORDINATES (ANGSTROEM)
Ir (0.89064, -0.43179, -0.29259)
N (-0.27341, -0.57411, 1.34907)
C (-1.08347, -1.61947, 1.38248)
C (-2.00837, -1.93851, 2.40441)
C (-2.78453, -3.08050, 2.29500)
C (-2.67025, -3.93186, 1.20440)
C (-1.74486, -3.65759, 0.15334)
C (-1.54345, -4.47530, -0.97778)
C (-0.60781, -4.11172, -1.91578)
C (0.12997, -2.93638, -1.74401)
N (-0.05864, -2.16256, -0.68435)
C (-0.97268, -2.50560, 0.25443)
H (-0.30545, 0.05471, 2.14420)
H (-0.21033, 2.20752, 0.23790)
H (-2.10230, -1.28636, 3.26363)
H (-3.49017, -3.31660, 3.07943)
H (-3.28188, -4.82280, 1.14504)
H (-2.12028, -5.38371, -1.09766)
H (-0.42440, -4.71838, -2.79075)
H (0.87837, -2.61352, -2.45583)
Cl (-3.80574, 0.24686, -0.35532)
C (-2.90585, 1.40040, -1.37630)
C (-1.49079, 1.33233, -0.88554)
O (-1.14018, 2.27756, -0.06902)
O (-0.77054, 0.38438, -1.22578)
H (-3.33006, 2.38988, -1.24429)
H (-2.96399, 1.07190, -2.40945)
C (1.27588, 5.02335, 0.83784)
C (1.73808, 3.65560, 0.44211)
C (2.24397, 3.43519, -0.86453)
C (2.72195, 2.21514, -1.25441)
C (2.72455, 1.15144, -0.32543)
C (2.22918, 1.33246, 0.97440)
C (1.72122, 2.59906, 1.33374)
S (3.28767, -0.46408, -0.83799)
O (2.67591, -1.28331, 0.29451)
O (4.64460, -0.64025, -1.14823)
O (2.24281, -0.64759, -1.91636)
H (0.64171, 5.46355, 0.06829)
H (2.14249, 5.67825, 0.95197)
H (0.73662, 5.01314, 1.78248)
H (2.26224, 4.26189, -1.56397)
H (3.10917, 2.06037, -2.25335)
H (2.40359, 0.58507, 1.73782)
H (1.38880, 2.76191, 2.35221)

Here are the natural (NBO) charges for atoms 1 to 6, given in e: 1.211, -0.606, 0.272, -0.160, -0.192, -0.047



[3]
Entry from OMol25: C18H17ClN2O4 in the gas phase (ωB97M-V/def2-TZVPD).

Computed properties:
Kohn-Sham gap ... 9.50 eV
Maximum force ... 0.6 eV Å⁻¹
ΔE to the lowest compared entry with this formula, charge and spin ... 11.3 kcal/mol
E_LUMO ... 0.5 eV
Spin multiplicity ... 1

CARTESIAN COORDINATES (ANGSTROEM)
O (-4.52082, -0.91721, -0.37087)
C (-3.62250, -0.93370, 0.44184)
C (-2.84032, -2.20616, 0.80251)
N (-1.50281, -2.16670, 0.24741)
C (-0.49494, -1.46932, 0.81376)
O (-0.64670, -0.81331, 1.83496)
C (0.82095, -1.61407, 0.13545)
C (1.96247, -1.71501, 0.92391)
C (3.20203, -1.88903, 0.33762)
C (3.31350, -1.93676, -1.04176)
C (2.18442, -1.80425, -1.83311)
C (0.94005, -1.64863, -1.25019)
N (-3.20258, 0.13646, 1.14392)
C (-3.64713, 1.46504, 0.82106)
C (-2.61988, 2.25389, 0.02086)
O (-2.58850, 3.45315, -0.03980)
O (-1.77357, 1.43479, -0.60608)
C (-0.71068, 2.02185, -1.35165)
C (0.61620, 1.80765, -0.67193)
C (1.75798, 1.58518, -1.43048)
C (2.98435, 1.39854, -0.82167)
C (3.06349, 1.41999, 0.56102)
Cl (4.58729, 1.15687, 1.32615)
C (1.93728, 1.64440, 1.33411)
C (0.71950, 1.84469, 0.71220)
H (-3.36537, -3.07498, 0.40622)
H (-2.76146, -2.28102, 1.89123)
H (-1.34614, -2.63464, -0.62983)
H (1.85818, -1.66663, 1.99712)
H (4.08192, -1.98193, 0.95561)
H (4.28136, -2.06995, -1.50150)
H (2.27375, -1.82492, -2.90925)
H (0.06773, -1.52412, -1.87648)
H (-2.34677, 0.03267, 1.68697)
H (-3.89199, 2.03033, 1.72458)
H (-4.55129, 1.36934, 0.20790)
H (-0.91314, 3.09638, -1.45860)
H (-0.71907, 1.55326, -2.33949)
H (1.69031, 1.55991, -2.50793)
H (3.87056, 1.22800, -1.41203)
H (2.00887, 1.65911, 2.40966)
H (-0.15651, 2.02082, 1.31657)

Here are the natural (NBO) charges for atoms 1 to 6, given in e: -0.621, 0.671, -0.314, -0.591, 0.681, -0.657



[4]
Entry from OMol25: C18H17FN4 in the gas phase (ωB97M-V/def2-TZVPD).

Computed properties:
Kohn-Sham gap ... 9.06 eV
Maximum force ... 0.7 eV Å⁻¹
ΔE to the lowest compared entry with this formula, charge and spin ... 0.0 kcal/mol
E_LUMO ... 0.8 eV
Spin multiplicity ... 1

CARTESIAN COORDINATES (ANGSTROEM)
F (-0.84340, -4.99359, 1.66808)
C (-0.60845, -3.93712, 0.87216)
C (0.68957, -3.61351, 0.55255)
C (0.83085, -2.48468, -0.27682)
N (2.05174, -2.08501, -0.69281)
C (2.28392, -0.85258, -1.40999)
C (2.82798, 0.23386, -0.51589)
C (2.13933, 0.58464, 0.63911)
C (2.62585, 1.57180, 1.47535)
C (3.80992, 2.22087, 1.16602)
C (4.50331, 1.87606, 0.01912)
C (4.01596, 0.88501, -0.81602)
N (-0.23132, -1.79970, -0.70033)
C (-1.43392, -2.22869, -0.32327)
N (-2.52313, -1.58538, -0.78153)
C (-2.48094, -0.32126, -1.47728)
C (-2.78122, 0.83912, -0.56010)
C (-1.96970, 1.06773, 0.54455)
C (-2.23772, 2.11141, 1.41004)
C (-3.32272, 2.94146, 1.17956)
C (-4.13603, 2.72089, 0.08197)
C (-3.86824, 1.67217, -0.78184)
N (-1.67387, -3.28452, 0.46555)
H (1.52900, -4.18029, 0.91336)
H (2.85100, -2.52695, -0.26683)
H (1.31603, -0.55204, -1.81891)
H (2.97839, -1.04608, -2.23384)
H (1.21755, 0.07507, 0.87733)
H (2.08095, 1.83725, 2.36929)
H (4.19106, 2.99280, 1.81795)
H (5.42826, 2.37749, -0.22539)
H (4.56145, 0.61863, -1.71049)
H (-3.39704, -1.88202, -0.37576)
H (-1.47136, -0.22652, -1.88423)
H (-3.20094, -0.34743, -2.30110)
H (-1.12659, 0.41644, 0.71808)
H (-1.60020, 2.27991, 2.26552)
H (-3.53377, 3.75744, 1.85483)
H (-4.98404, 3.36448, -0.10104)
H (-4.50749, 1.50282, -1.63695)

Here are the natural (NBO) charges for atoms 1 to 6, given in e: -0.314, 0.652, -0.484, 0.458, -0.569, -0.264



[5]
Entry from OMol25: a molecular structure, C18H17FeNO2S in a non-equilibrium geometry (ωB97M-V/def2-TZVPD).

Computed properties:
Kohn-Sham gap (spin up / spin down) ... 1.68 / 6.03 eV
Charge ... -2
Maximum force ... 2.6 eV Å⁻¹
ΔE to the lowest compared entry with this formula, charge and spin ... 4.9 kcal/mol
E_LUMO (spin up / spin down) ... 4.2 / 3.0 eV
Spin multiplicity ... 5

CARTESIAN COORDINATES (ANGSTROEM)
S (3.16428, 0.59838, 0.05561)
C (1.79510, 0.67415, 1.01963)
C (1.30288, -0.57928, 1.51691)
C (0.06801, -0.70052, 2.10244)
C (-0.71767, 0.45235, 2.35440)
N (-2.07996, 0.30017, 2.76339)
O (-2.78197, 1.32724, 2.90548)
O (-2.50375, -0.87084, 2.92857)
C (-0.19143, 1.72551, 2.01649)
C (1.02805, 1.84354, 1.38398)
H (1.93966, -1.45814, 1.40975)
H (-0.36002, -1.67989, 2.34183)
H (-0.83478, 2.58774, 2.22921)
H (1.43198, 2.83525, 1.14442)
C (3.24003, -2.08892, -0.81518)
C (3.51136, -1.13746, -1.93374)
C (4.74888, -0.52827, -2.27873)
C (5.20378, -0.44872, -3.70056)
C (6.17760, 0.58213, -3.82478)
C (6.34079, 1.21435, -2.51659)
C (5.56202, 0.46942, -1.57628)
Fe (4.44318, 1.24590, -3.06790)
C (2.60998, 1.92901, -2.53173)
C (2.61037, 1.21259, -3.78612)
C (3.54914, 1.88245, -4.68180)
C (4.18924, 2.95517, -3.94390)
C (3.62959, 2.96434, -2.59326)
H (3.42803, -3.15124, -1.15422)
H (3.85341, -1.92707, 0.08007)
H (2.18104, -2.03330, -0.53840)
H (2.89329, -1.36779, -2.82670)
H (4.88808, -1.12983, -4.48143)
H (6.77485, 0.83832, -4.69659)
H (7.03100, 2.01768, -2.26430)
H (5.64548, 0.58102, -0.50133)
H (1.87310, 1.82306, -1.73361)
H (1.95030, 0.38529, -4.04587)
H (3.68328, 1.66081, -5.73846)
H (4.87640, 3.69438, -4.34124)
H (3.85300, 3.68020, -1.79997)

Here are the natural (NBO) charges for atoms 1 to 6, given in e: 0.072, -0.392, -0.099, -0.315, 0.134, 0.364